A 8-piece molecular cluster, C17H49BN14O12 overall, computed with the ωB97M-V functional and the def2-TZVPD basis.

Computed properties:
- Energy relative to the best compared isomer or geometry (same formula, charge and spin): 6.29 kcal per mole
- E_tot: -2371.76226 Eh
- Charge: 0
- SMILES: CCB(O)[C@@](CCOC(C)=O)(COC)OC.NC(N)=O.NC(N)=O.NC(N)=O.NC(N)=O.NC(N)=O.NC(N)=O.NC(N)=O
- Spin multiplicity: 1
- HOMO energy: -8.39 eV
- LUMO: 0.497 eV
- Orbital gap: 8.9 eV

Element x y z (Å)
H (1.990, -2.635, 0.756)
N (4.118, -3.252, 2.418)
B (0.948, -1.161, 1.415)
C (-1.430, -8.186, 1.571)
C (1.338, -0.617, 2.847)
O (-2.418, 1.572, 2.768)
O (-1.602, 1.397, -4.325)
O (2.297, -1.349, -2.530)
N (4.074, -0.046, -3.027)
C (-0.522, -0.492, -0.549)
N (-1.583, 6.632, -2.021)
H (-2.572, -0.051, -6.105)
C (-0.561, -1.200, 0.818)
H (-0.667, 1.376, 1.757)
O (-4.066, 8.294, -2.380)
N (-3.254, 0.408, -5.534)
N (7.453, -2.826, -1.013)
H (3.410, -6.363, 2.763)
H (-3.605, 1.048, 5.480)
H (-6.422, 9.038, -2.214)
H (7.409, -3.280, -1.904)
N (0.448, 5.572, -1.699)
O (6.430, -1.777, 0.726)
H (0.420, -7.237, 1.277)
H (-3.421, 2.438, -3.039)
O (-0.867, -2.567, 0.511)
H (2.221, -1.186, 3.171)
C (2.748, -0.376, -3.113)
C (-1.270, -3.349, 1.617)
H (-3.428, -0.636, 4.944)
H (-0.361, 1.180, -2.309)
H (-0.094, -1.198, -1.275)
H (1.616, 1.292, 1.789)
H (0.867, 2.246, -1.646)
H (0.995, 0.234, -3.926)
H (8.340, -2.726, -0.559)
N (-2.052, -7.319, 0.714)
O (0.347, 0.628, -0.453)
O (-1.439, 4.367, -2.049)
H (4.898, -5.561, 3.121)
H (-2.995, 8.516, -0.145)
H (-4.227, 0.252, -5.714)
C (-3.386, 0.795, 3.356)
H (-2.000, 0.442, 4.968)
H (4.502, 0.733, -3.486)
C (3.353, -4.371, 2.367)
H (-1.575, -6.582, 0.231)
C (-1.671, 0.959, 1.695)
H (-4.729, 1.703, -3.907)
O (-2.026, -9.077, 2.149)
N (-5.914, 9.105, -1.352)
H (-1.534, -0.198, -0.855)
N (3.954, -5.523, 2.789)
C (-2.789, 1.219, -4.532)
C (-3.075, 0.388, 4.790)
C (6.356, -2.322, -0.364)
N (-0.087, -7.972, 1.734)
H (0.918, 6.450, -1.600)
O (-4.433, 0.480, 2.785)
H (0.975, 4.723, -1.625)
H (4.632, -0.642, -2.445)
H (-2.570, 6.596, -2.212)
C (-4.607, 8.712, -1.367)
H (-0.661, -3.185, 2.513)
H (3.697, -2.387, 2.120)
C (-0.898, 5.454, -1.933)
N (-3.745, 1.826, -3.768)
H (5.062, -2.920, -1.901)
H (-1.150, 7.531, -1.939)
H (-6.382, 9.449, -0.536)
H (-3.037, -7.437, 0.576)
H (-2.096, 1.268, 0.739)
H (2.800, 1.027, 3.095)
H (5.077, -3.243, 2.709)
H (-4.380, 9.149, 0.669)
N (-3.951, 8.814, -0.172)
H (0.580, -0.795, 3.618)
H (1.105, 1.473, 3.454)
H (-2.338, -3.210, 1.831)
H (0.398, -8.586, 2.358)
H (-2.599, -0.947, 1.426)
H (2.325, 1.253, -4.352)
C (-1.624, -0.568, 1.765)
O (2.192, -4.358, 1.965)
C (1.759, 0.891, 2.799)
H (4.335, -2.134, -0.544)
H (-1.146, -4.396, 1.321)
N (1.975, 0.446, -3.875)
H (-1.407, -0.908, 2.780)
H (-0.812, 2.276, -0.995)
N (5.163, -2.473, -1.009)
O (1.963, -1.683, 0.616)
C (-0.009, 1.649, -1.386)